Molecular formula: C63H58N12PTi
Method: DFT, ωB97M-V with the def2-TZVPD basis set

Each line ends with the Mulliken charge.
Geometry (Å):
Ti: -0.05997 -0.51026 0.55163  -1.480
C: -6.22320 0.54230 -0.83438  -0.684
C: -5.74533 0.69545 -2.15047  -0.884
C: -4.44430 0.35315 -2.47184  -0.166
C: -3.62104 -0.14163 -1.46740  0.269
C: -2.26454 -0.65126 -1.47932  -1.029
N: -1.59304 -0.94630 -2.57437  0.047
C: -0.55828 -1.83371 -2.31047  -0.349
C: -0.62641 -3.20879 -2.24817  0.354
C: -1.59490 -4.13851 -2.70864  -0.846
C: -1.37523 -5.46846 -2.51761  -0.778
C: -0.19289 -5.94595 -1.86639  -0.726
C: 0.76209 -5.08553 -1.41394  -0.859
C: 0.56963 -3.69367 -1.58734  0.419
C: 1.33361 -2.59462 -1.24400  -0.858
N: 2.57457 -2.52250 -0.68296  -0.309
C: 2.66315 -1.81866 0.42602  -0.617
N: 1.59762 -1.34732 1.15571  1.007
C: 2.06872 -1.04960 2.46304  -0.368
N: 1.32430 -1.07014 3.57236  -0.308
C: 0.03635 -1.20654 3.55803  -0.866
N: -0.78648 -0.97816 2.36819  1.349
C: -2.15291 -1.36324 2.71338  -0.972
N: -3.15700 -1.15228 1.91696  -0.607
C: -3.02714 -0.80133 0.64288  -0.450
N: -1.87700 -0.93540 -0.18334  0.958
C: -4.10168 -0.30807 -0.14260  0.403
C: -5.42004 0.05380 0.17212  -0.279
C: -2.17803 -1.61799 4.12099  0.722
C: -3.24262 -1.88158 4.98328  -0.107
C: -2.99492 -1.98597 6.34156  -0.625
C: -1.70296 -1.82350 6.85463  -0.721
C: -0.63144 -1.58170 6.01176  -0.407
C: -0.85873 -1.48424 4.64050  0.356
C: 3.48354 -1.14229 2.46582  0.047
C: 4.45787 -0.88421 3.44268  -0.662
C: 5.77418 -1.15524 3.14434  -0.604
C: 6.15388 -1.67997 1.89330  -0.964
C: 5.20845 -1.91235 0.91194  -0.025
C: 3.87545 -1.63632 1.19073  0.216
N: 0.63836 -1.44738 -1.68031  1.207
H: -7.24689 0.82603 -0.61391  0.380
H: -6.40747 1.08663 -2.91458  0.403
H: -4.06436 0.45929 -3.48153  0.482
H: -2.47618 -3.77778 -3.22609  0.469
H: -2.10457 -6.19275 -2.86317  0.398
H: -0.06175 -7.01550 -1.74710  0.409
H: 1.67000 -5.45370 -0.94994  0.469
H: -5.77174 -0.04338 1.19194  0.537
H: -4.24881 -1.96263 4.59041  0.507
H: -3.81305 -2.18034 7.02664  0.380
H: -1.55044 -1.86571 7.92708  0.382
H: 0.36694 -1.42533 6.40158  0.534
H: 4.16029 -0.47120 4.39883  0.555
H: 6.54570 -0.96428 3.88276  0.364
H: 7.19716 -1.90192 1.70012  0.375
H: 5.50092 -2.30690 -0.05513  0.505
C: -0.80262 0.50356 2.18926  1.018
C: -1.23220 1.34255 3.03866  -0.432
C: -1.75431 2.11484 3.98753  -0.051
C: -0.95934 2.56771 5.12524  0.867
C: 0.42758 2.34504 5.14886  0.247
C: 1.19586 2.73084 6.22844  -1.009
C: 0.60968 3.34009 7.33377  -0.499
C: -0.75589 3.58247 7.31890  -0.884
C: -1.52851 3.21891 6.22739  -0.394
C: -3.21137 2.37461 3.85386  -0.394
C: -4.12706 1.87118 4.77847  0.064
C: -5.48839 2.04757 4.58738  -0.911
C: -5.95808 2.73625 3.47647  -0.535
C: -5.05410 3.24552 2.55514  -0.532
C: -3.69278 3.05991 2.73876  -0.111
H: 0.88477 1.85327 4.29715  0.253
H: 2.26494 2.55431 6.21001  0.398
H: 1.20877 3.61990 8.19194  0.373
H: -1.22872 4.06368 8.16807  0.372
H: -2.58862 3.43467 6.22979  0.483
H: -3.76619 1.30110 5.62660  0.609
H: -6.18941 1.63212 5.30230  0.353
H: -7.02361 2.86110 3.32360  0.369
H: -5.41308 3.78775 1.68827  0.406
H: -2.97684 3.43728 2.01727  0.334
C: 3.88583 0.86834 -1.32491  -1.859
C: 3.32743 1.45742 -2.62216  2.834
C: 2.58626 2.74640 -2.24509  -2.458
C: 4.49060 1.84660 -3.54137  -1.865
P: 2.11239 0.18446 -3.34380  -1.280
N: 1.32297 -0.26478 -2.03449  0.928
C: 0.93475 1.11156 -4.56105  2.678
C: 1.59473 2.01971 -5.60222  -1.869
C: 0.07554 0.06385 -5.28294  -1.896
C: -0.04454 1.94824 -3.72131  -1.712
C: 3.09479 -1.06615 -4.42585  2.885
C: 3.51941 -0.48146 -5.77685  -2.303
C: 4.34974 -1.55063 -3.68775  -1.941
C: 2.22721 -2.31640 -4.68059  -1.980
H: 4.51558 1.61170 -0.82664  0.737
H: 4.48310 -0.02472 -1.49609  0.124
H: 3.06924 0.60505 -0.65758  -0.048
H: 3.26655 3.38086 -1.66978  0.683
H: 1.71562 2.53909 -1.62246  0.492
H: 2.28384 3.31499 -3.12387  0.326
H: 5.07501 2.61886 -3.03356  0.505
H: 4.15123 2.26292 -4.49127  0.276
H: 5.16028 1.01381 -3.74565  0.286
H: 2.12969 1.45941 -6.36756  0.302
H: 2.28391 2.73558 -5.15431  0.270
H: 0.80711 2.59280 -6.10111  0.528
H: 0.66188 -0.60489 -5.91358  0.263
H: -0.63796 0.58423 -5.92973  0.645
H: -0.49864 -0.52005 -4.56113  0.283
H: -0.98825 2.05309 -4.26289  0.730
H: 0.32325 2.94869 -3.50570  0.232
H: -0.26023 1.44666 -2.78190  0.141
H: 4.02088 0.48164 -5.67706  0.200
H: 2.66876 -0.36530 -6.44830  0.433
H: 4.21667 -1.18211 -6.24501  0.659
H: 5.13916 -0.79878 -3.65005  0.293
H: 4.74335 -2.42319 -4.22004  0.575
H: 4.09884 -1.87615 -2.67838  0.218
H: 1.15647 -2.12414 -4.67946  0.303
H: 2.41013 -3.06136 -3.91437  0.588
H: 2.49489 -2.75658 -5.64578  0.445
N: -2.03242 3.73034 -0.83066  -0.550
C: -0.93475 3.16835 -0.18014  0.237
C: -0.50778 1.90264 -0.52752  0.821
N: 0.57839 1.29665 0.07033  0.763
C: 1.22507 2.10356 0.97661  -0.021
C: 0.79740 3.36602 1.25742  -1.108
N: -0.29609 3.94934 0.70360  -0.749
H: -2.70756 3.04724 -1.14634  0.201
H: -2.44764 4.48131 -0.30220  0.393
H: -1.02923 1.34190 -1.28951  -0.794
H: 2.08539 1.67244 1.47472  0.280
H: 1.33849 3.97885 1.97030  0.528

Cartesian forces (eV/Å) of the 6 atoms listed first:
-0.3 0.3 -0.2
0.1 0.0 0.1
0.0 0.1 -0.2
0.0 -0.1 0.0
-0.2 0.1 0.4
0.0 -0.6 -0.4

**HOMO-LUMO gap (alpha / beta)**: 3.8710 / 3.9013 eV
**HOMO energy (alpha / beta)**: -0.05 / -0.09 eV
**Spin multiplicity**: 2
**<S²>**: 0.769
**Net charge**: -2
**Energy**: -116556.9764 eV